Computed, not measured: C20H24N2O3PtS as an isolated structure in a non-equilibrium geometry, with ωB97M-V/def2-TZVPD.

ORCA input file:
```
! wB97M-V def2-TZVPD RIJCOSX def2/J DEFGRID3
* xyz 2 5
Pt -0.15 0.11 -1.34
S 0.99 -0.86 1.27
O 1.90 0.13 0.72
O -0.36 -0.85 0.50
O 1.47 -2.22 1.41
N 1.34 0.81 -2.61
N 1.08 -1.53 -1.68
C 2.34 -0.04 -2.99
C 3.34 1.67 -4.36
C 3.34 0.37 -3.88
C 2.19 -1.37 -2.46
C 2.34 2.55 -3.91
C 0.29 1.02 3.16
C -5.34 1.48 -1.90
C 1.55 -3.85 -1.49
C 0.73 -2.76 -1.24
C 0.13 -0.85 5.22
C 2.71 -3.72 -2.25
C -1.48 1.52 -1.26
C -0.24 0.96 6.94
C 3.03 -2.47 -2.74
C -0.03 0.51 5.52
C 0.50 -0.33 2.90
C 0.39 -1.27 3.92
C 0.02 1.44 4.47
C -5.32 0.18 -1.10
C 1.37 2.10 -3.03
H 4.09 -0.36 -4.19
H -0.21 -2.83 -0.72
H -4.38 0.00 -0.59
H -6.25 1.53 -2.50
H -2.31 1.14 -0.63
H -0.13 2.50 4.68
H 1.23 -4.80 -1.06
H 0.58 2.72 -2.63
H 3.90 -2.29 -3.36
H 4.10 2.02 -5.06
H -5.37 2.36 -1.25
H -5.55 -0.67 -1.73
H 2.30 3.58 -4.24
H -6.11 0.20 -0.34
H -0.34 2.05 6.98
H 0.05 -1.58 6.03
H -1.14 0.51 7.37
H -4.50 1.58 -2.58
H 0.52 -2.33 3.69
H -1.04 2.44 -0.82
H 3.34 -4.59 -2.45
H 0.33 1.73 2.34
H 0.60 0.65 7.57
H -1.83 1.70 -2.30
*
```

Computed properties:
**Energy**: -1628.4271 hartree
**HOMO (spin up / spin down)**: -12.0 / -14.8 eV
**Strongest force on any atom**: 2.8 eV/A
**<S²>**: 6.057
**Orbital gap (spin up / spin down)**: 4.767 / 4.196 eV

---

Computed, not measured: C9H12ClCoN as an isolated structure in a non-equilibrium geometry, with ωB97M-V/def2-TZVPD.

ORCA input file:
```
! wB97M-V def2-TZVPD RIJCOSX def2/J DEFGRID3
* xyz -2 4
Co -0.36 -0.06 0.61
Cl -0.31 1.32 3.27
N 1.12 0.88 0.53
C 1.11 -1.15 -1.24
C -0.26 -1.10 -1.51
C -0.85 -0.03 2.35
C 0.07 -2.34 0.39
C 0.13 1.68 -0.47
C -0.93 -1.80 -0.48
C 0.74 2.42 -1.47
C 1.31 -1.86 -0.04
C -1.27 1.44 -0.20
H -1.96 1.14 -1.02
H 0.23 3.08 -2.19
H -1.81 2.29 0.32
H -2.00 -2.01 -0.43
H -0.10 -0.82 2.66
H -0.76 -0.61 -2.37
H -1.93 -0.18 2.30
H 2.00 1.32 0.91
H 1.90 -0.74 -1.89
H 2.30 -2.14 0.39
H -0.14 -3.02 1.23
H 1.77 2.29 -1.64
*
```

Computed properties:
**Energy**: -2247.5237 hartree
**HOMO (spin up / spin down)**: 2.8 / 1.1 eV
**Strongest force on any atom**: 5.2 eV/A
**<S²>**: 3.782
**Orbital gap (spin up / spin down)**: 3.173 / 4.927 eV

---

Computed, not measured: one molecule with the formula C28H39N3O4, with ωB97M-V/def2-TZVPD.

ORCA input file:
```
! wB97M-V def2-TZVPD RIJCOSX def2/J DEFGRID3
* xyz 0 1
O 6.73 0.72 1.23
O 6.35 -1.47 -0.54
O -4.01 -2.02 1.27
O 0.74 4.84 0.24
N -7.48 -0.75 -0.10
N -4.90 -1.54 -0.76
N -1.04 3.49 0.01
C 5.70 -3.84 -0.39
C -3.31 -0.02 0.19
C -7.47 -0.96 1.34
C -8.64 -1.77 1.91
C -5.92 -2.56 -0.71
C 8.01 0.33 0.78
C 8.42 1.03 -0.51
C 5.62 0.56 0.44
C -1.76 2.31 0.08
C -4.10 -1.28 0.30
C 6.18 -2.67 -1.27
C 1.18 2.56 -0.24
C -8.14 0.98 -1.73
C 5.37 -0.53 -0.43
C -3.06 2.29 -0.44
C 0.32 3.71 0.05
C 2.46 2.54 0.16
C -2.03 0.02 0.75
C 6.64 -4.03 0.79
C -3.82 1.14 -0.39
C 3.43 1.49 -0.07
C 4.17 -0.55 -1.12
C 3.21 0.42 -0.95
C -7.31 -1.95 -0.89
C -1.27 1.16 0.70
C 4.26 -3.65 0.09
C 4.65 1.53 0.59
C -8.58 0.08 -0.57
H 9.46 0.78 -0.74
H -7.46 0.03 1.80
H 7.66 -4.21 0.44
H -4.83 1.15 -0.77
H 8.08 -0.76 0.66
H 5.73 -4.73 -1.03
H 0.74 1.76 -0.82
H -6.53 -1.45 1.60
H 6.33 -4.88 1.39
H -4.99 -0.86 -1.49
H 5.53 -2.53 -2.13
H -7.30 1.59 -1.42
H -8.55 -1.81 2.99
H -5.82 -3.06 0.25
H 3.95 -1.36 -1.80
H -9.45 -0.53 -0.88
H -8.07 -2.72 -0.68
H -1.59 4.34 0.00
H -0.30 1.18 1.17
H -8.96 1.63 -2.02
H 7.19 -2.90 -1.64
H 3.57 -3.56 -0.74
H -5.75 -3.30 -1.50
H 7.79 0.71 -1.33
H 4.18 -2.75 0.71
H -7.85 0.39 -2.60
H 4.87 2.34 1.27
H -7.42 -1.66 -1.94
H 2.29 0.35 -1.50
H -9.59 -1.30 1.66
H 6.64 -3.14 1.41
H 3.96 -4.50 0.70
H 8.67 0.63 1.60
H -3.47 3.18 -0.88
H -1.66 -0.87 1.24
H -8.63 -2.78 1.53
H 8.33 2.11 -0.40
H -8.90 0.72 0.25
H 2.80 3.38 0.75
*
```

Computed properties:
**Energy**: -1555.5742 hartree
**HOMO**: -8.0 eV
**Strongest force on any atom**: 0.8 eV/A
**Relative energy (zero: lowest compared OMol25 entry of this formula, charge and spin)**: 148.3 kJ/mol
**Structure (SMILES)**: CCOc1cc(/C=C/C(=O)Nc2ccc(C(=O)NCCN(CC)CC)cc2)ccc1OCC(C)C
**Orbital gap**: 8.199 eV

---

Computed, not measured: a 2-piece molecular cluster, C39H42N5O4 overall in a non-equilibrium geometry, with ωB97M-V/def2-TZVPD.

ORCA input file:
```
! wB97M-V def2-TZVPD RIJCOSX def2/J DEFGRID3
* xyz 1 1
O -5.20 -0.72 -3.89
O 4.00 -0.37 -3.85
O -7.12 0.27 -3.50
O -1.34 1.38 2.61
N 0.89 0.08 -2.23
N 1.74 -0.77 -4.13
N 0.45 -1.75 3.13
N 1.24 0.30 2.94
N -5.97 -0.07 -3.14
C 0.10 0.40 -1.19
C 6.84 2.46 -1.88
C 4.77 2.91 -3.06
C 1.81 -1.81 3.43
C 2.60 1.92 -2.22
C 2.32 0.41 -2.22
C 0.44 -0.48 -3.51
C -2.83 -1.72 1.71
C 6.13 1.84 -0.85
C 3.64 -0.22 3.57
C -3.58 0.69 -0.38
C -1.28 0.30 -1.20
C -6.31 1.16 -1.06
C -3.07 -0.84 3.97
C 2.30 -0.52 3.32
C 4.07 2.21 -2.07
C -5.78 1.68 0.11
C -2.14 0.63 -0.16
C -2.40 -0.84 2.73
C -4.58 -2.55 3.15
C -2.27 2.13 3.43
C -5.50 0.34 -1.86
C -1.22 0.03 2.56
C 1.31 1.74 2.92
C -0.32 0.53 -4.38
C -4.17 0.06 -1.50
C -4.44 1.46 0.45
C -3.94 -2.54 1.91
C 4.74 1.72 -0.94
C -0.41 -2.90 3.31
C -0.36 -1.79 -3.39
C -4.13 -1.73 4.19
C 1.88 -1.42 -5.41
C 3.99 -2.61 4.00
C 2.83 -0.26 -3.49
C 0.09 -0.47 2.79
C 2.62 -2.88 3.79
C 4.49 -1.30 3.89
C 6.16 3.01 -2.98
H 1.41 -2.41 -5.39
H 0.60 0.77 -0.29
H -4.29 -3.17 1.09
H -2.26 -1.73 0.77
H 0.22 -3.74 3.62
H 1.42 -0.83 -6.21
H -4.60 -1.75 5.18
H 5.55 -1.11 4.04
H 2.22 2.33 -3.17
H 6.71 3.51 -3.78
H -7.33 1.36 -1.39
H 0.21 -2.53 -2.83
H 2.82 -0.07 -1.35
H -1.16 -2.72 4.10
H -3.57 -0.58 -2.14
H -1.72 1.13 0.70
H 4.66 -3.43 4.24
H -0.57 -2.19 -4.40
H 2.20 -3.88 3.87
H 2.02 2.37 -1.40
H 4.21 3.33 -3.90
H -1.33 -1.64 -2.90
H -0.67 0.04 -5.30
H 4.00 0.80 3.48
H -3.22 1.61 3.59
H 2.35 2.02 3.12
H -2.46 3.07 2.88
H -5.45 -3.20 3.30
H -2.75 -0.15 4.75
H -6.42 2.29 0.75
H -1.20 0.94 -3.86
H 1.02 2.14 1.94
H 0.33 1.37 -4.66
H -1.77 2.35 4.38
H -4.02 1.89 1.37
H -1.71 0.00 -2.15
H 2.95 -1.54 -5.62
H -0.92 -3.17 2.38
H 0.68 2.17 3.71
H 7.93 2.54 -1.82
H 4.16 1.23 -0.16
H 6.64 1.43 0.02
*
```

Computed properties:
**Energy**: -2085.6974 hartree
**HOMO**: -8.9 eV
**Strongest force on any atom**: 3.9 eV/A
**Orbital gap**: 4.160 eV

---

Please write out number 3 again, unchanged.
Computed, not measured: one molecule with the formula C28H39N3O4, with ωB97M-V/def2-TZVPD.

ORCA input file:
```
! wB97M-V def2-TZVPD RIJCOSX def2/J DEFGRID3
* xyz 0 1
O 6.73 0.72 1.23
O 6.35 -1.47 -0.54
O -4.01 -2.02 1.27
O 0.74 4.84 0.24
N -7.48 -0.75 -0.10
N -4.90 -1.54 -0.76
N -1.04 3.49 0.01
C 5.70 -3.84 -0.39
C -3.31 -0.02 0.19
C -7.47 -0.96 1.34
C -8.64 -1.77 1.91
C -5.92 -2.56 -0.71
C 8.01 0.33 0.78
C 8.42 1.03 -0.51
C 5.62 0.56 0.44
C -1.76 2.31 0.08
C -4.10 -1.28 0.30
C 6.18 -2.67 -1.27
C 1.18 2.56 -0.24
C -8.14 0.98 -1.73
C 5.37 -0.53 -0.43
C -3.06 2.29 -0.44
C 0.32 3.71 0.05
C 2.46 2.54 0.16
C -2.03 0.02 0.75
C 6.64 -4.03 0.79
C -3.82 1.14 -0.39
C 3.43 1.49 -0.07
C 4.17 -0.55 -1.12
C 3.21 0.42 -0.95
C -7.31 -1.95 -0.89
C -1.27 1.16 0.70
C 4.26 -3.65 0.09
C 4.65 1.53 0.59
C -8.58 0.08 -0.57
H 9.46 0.78 -0.74
H -7.46 0.03 1.80
H 7.66 -4.21 0.44
H -4.83 1.15 -0.77
H 8.08 -0.76 0.66
H 5.73 -4.73 -1.03
H 0.74 1.76 -0.82
H -6.53 -1.45 1.60
H 6.33 -4.88 1.39
H -4.99 -0.86 -1.49
H 5.53 -2.53 -2.13
H -7.30 1.59 -1.42
H -8.55 -1.81 2.99
H -5.82 -3.06 0.25
H 3.95 -1.36 -1.80
H -9.45 -0.53 -0.88
H -8.07 -2.72 -0.68
H -1.59 4.34 0.00
H -0.30 1.18 1.17
H -8.96 1.63 -2.02
H 7.19 -2.90 -1.64
H 3.57 -3.56 -0.74
H -5.75 -3.30 -1.50
H 7.79 0.71 -1.33
H 4.18 -2.75 0.71
H -7.85 0.39 -2.60
H 4.87 2.34 1.27
H -7.42 -1.66 -1.94
H 2.29 0.35 -1.50
H -9.59 -1.30 1.66
H 6.64 -3.14 1.41
H 3.96 -4.50 0.70
H 8.67 0.63 1.60
H -3.47 3.18 -0.88
H -1.66 -0.87 1.24
H -8.63 -2.78 1.53
H 8.33 2.11 -0.40
H -8.90 0.72 0.25
H 2.80 3.38 0.75
*
```

Computed properties:
**Energy**: -1555.5742 hartree
**HOMO**: -8.0 eV
**Strongest force on any atom**: 0.8 eV/A
**Relative energy (zero: lowest compared OMol25 entry of this formula, charge and spin)**: 148.3 kJ/mol
**Structure (SMILES)**: CCOc1cc(/C=C/C(=O)Nc2ccc(C(=O)NCCN(CC)CC)cc2)ccc1OCC(C)C
**Orbital gap**: 8.199 eV

---

> The highest strongest force on any atom belongs to which entry?

C9H12ClCoN

---

Repeat the fourth record exactly.
Computed, not measured: a 2-piece molecular cluster, C39H42N5O4 overall in a non-equilibrium geometry, with ωB97M-V/def2-TZVPD.

ORCA input file:
```
! wB97M-V def2-TZVPD RIJCOSX def2/J DEFGRID3
* xyz 1 1
O -5.20 -0.72 -3.89
O 4.00 -0.37 -3.85
O -7.12 0.27 -3.50
O -1.34 1.38 2.61
N 0.89 0.08 -2.23
N 1.74 -0.77 -4.13
N 0.45 -1.75 3.13
N 1.24 0.30 2.94
N -5.97 -0.07 -3.14
C 0.10 0.40 -1.19
C 6.84 2.46 -1.88
C 4.77 2.91 -3.06
C 1.81 -1.81 3.43
C 2.60 1.92 -2.22
C 2.32 0.41 -2.22
C 0.44 -0.48 -3.51
C -2.83 -1.72 1.71
C 6.13 1.84 -0.85
C 3.64 -0.22 3.57
C -3.58 0.69 -0.38
C -1.28 0.30 -1.20
C -6.31 1.16 -1.06
C -3.07 -0.84 3.97
C 2.30 -0.52 3.32
C 4.07 2.21 -2.07
C -5.78 1.68 0.11
C -2.14 0.63 -0.16
C -2.40 -0.84 2.73
C -4.58 -2.55 3.15
C -2.27 2.13 3.43
C -5.50 0.34 -1.86
C -1.22 0.03 2.56
C 1.31 1.74 2.92
C -0.32 0.53 -4.38
C -4.17 0.06 -1.50
C -4.44 1.46 0.45
C -3.94 -2.54 1.91
C 4.74 1.72 -0.94
C -0.41 -2.90 3.31
C -0.36 -1.79 -3.39
C -4.13 -1.73 4.19
C 1.88 -1.42 -5.41
C 3.99 -2.61 4.00
C 2.83 -0.26 -3.49
C 0.09 -0.47 2.79
C 2.62 -2.88 3.79
C 4.49 -1.30 3.89
C 6.16 3.01 -2.98
H 1.41 -2.41 -5.39
H 0.60 0.77 -0.29
H -4.29 -3.17 1.09
H -2.26 -1.73 0.77
H 0.22 -3.74 3.62
H 1.42 -0.83 -6.21
H -4.60 -1.75 5.18
H 5.55 -1.11 4.04
H 2.22 2.33 -3.17
H 6.71 3.51 -3.78
H -7.33 1.36 -1.39
H 0.21 -2.53 -2.83
H 2.82 -0.07 -1.35
H -1.16 -2.72 4.10
H -3.57 -0.58 -2.14
H -1.72 1.13 0.70
H 4.66 -3.43 4.24
H -0.57 -2.19 -4.40
H 2.20 -3.88 3.87
H 2.02 2.37 -1.40
H 4.21 3.33 -3.90
H -1.33 -1.64 -2.90
H -0.67 0.04 -5.30
H 4.00 0.80 3.48
H -3.22 1.61 3.59
H 2.35 2.02 3.12
H -2.46 3.07 2.88
H -5.45 -3.20 3.30
H -2.75 -0.15 4.75
H -6.42 2.29 0.75
H -1.20 0.94 -3.86
H 1.02 2.14 1.94
H 0.33 1.37 -4.66
H -1.77 2.35 4.38
H -4.02 1.89 1.37
H -1.71 0.00 -2.15
H 2.95 -1.54 -5.62
H -0.92 -3.17 2.38
H 0.68 2.17 3.71
H 7.93 2.54 -1.82
H 4.16 1.23 -0.16
H 6.64 1.43 0.02
*
```

Computed properties:
**Energy**: -2085.6974 hartree
**HOMO**: -8.9 eV
**Strongest force on any atom**: 3.9 eV/A
**Orbital gap**: 4.160 eV